ORCA calculation (ωB97M-V/def2-TZVPD) on one molecule with the formula C4H9Cl3O2Si.

## Properties
Orbital gap (spin up / spin down) (eV): 7.2 / 8.9
Spin multiplicity: 3
<S²>: 2.0104
E_HOMO (spin up / spin down) (eV): -6.64 / -11.00

Each line ends with the Mulliken spin population.
Atoms and positions in Å:
C 1.13 1.23 0.83  0.03
C 1.60 -1.33 0.52  0.04
C 0.65 0.08 -1.32  0.05
C 0.78 -0.08 0.14  -0.04
O -0.47 -0.50 0.68  1.16
O -1.45 0.56 0.31  0.67
Si -2.95 0.14 -0.09  0.06
Cl -3.74 -1.32 1.01  0.00
Cl -3.76 1.99 -0.07  0.03
Cl -3.06 -0.42 -2.01  0.01
H 1.10 1.20 2.01  0.00
H 2.15 1.49 0.43  0.00
H 0.55 2.17 0.53  0.00
H 0.94 -2.27 0.91  0.00
H 2.33 -1.27 1.23  0.00
H 2.14 -1.81 -0.38  0.00
H 0.33 -0.98 -1.65  0.00
H 0.03 0.96 -1.40  0.00
H 1.69 0.16 -1.66  0.00